(1)
{
  "formula": "H41O21",
  "method": "wB97M-V/def2-TZVPD",
  "de_lowest_kcal_mol": 61.5,
  "total_charge": -1,
  "gap_ev": 8.956,
  "multiplicity": 1,
  "lumo_energy_ev": 2.07,
  "species": ["O", "H", "H", "O", "H", "H", "O", "H", "H", "O", "H", "H", "O", "H", "H", "O", "H", "H", "O", "H", "H", "O", "H", "H", "O", "H", "H", "O", "H", "H", "O", "H", "H", "O", "H", "H", "O", "H", "H", "O", "H", "H", "O", "H", "H", "O", "H", "O", "H", "H", "O", "H", "H", "O", "H", "H", "O", "H", "H", "O", "H", "H"],
  "xyz": [[1.406, -2.883, -0.494], [1.662, -2.217, 0.156], [1.947, -3.625, -0.188], [2.046, 2.271, 1.151], [-1.239, 3.124, 0.261], [1.333, 1.656, 1.388], [3.718, 1.537, -1.590], [4.091, 0.690, -1.288], [4.084, 1.991, -0.809], [0.070, 4.332, 1.135], [1.021, 4.390, 1.259], [0.315, 3.582, -3.159], [3.898, -1.047, 2.007], [3.212, -0.535, 2.446], [4.437, -1.063, 2.815], [-4.469, -2.448, 0.204], [-4.707, -1.719, -0.363], [-3.610, -2.712, -0.131], [0.797, -0.109, 2.365], [-0.599, 0.452, 2.341], [2.230, 2.099, 0.227], [-1.395, 1.091, 2.508], [-0.356, 5.138, 1.436], [-1.067, 1.990, 2.460], [1.224, 0.185, -0.528], [1.694, 0.624, -1.237], [1.718, 0.083, 0.295], [1.177, 3.717, -2.746], [0.987, -0.551, 3.198], [1.439, 2.839, -2.453], [0.177, 0.479, -2.680], [-0.116, -1.201, 1.681], [0.961, 0.000, -2.941], [-1.467, 2.802, -4.156], [-1.593, 2.087, -3.520], [-0.968, 2.355, -4.849], [0.023, -4.167, -2.729], [0.934, -3.976, -2.484], [-0.382, -4.163, -1.829], [1.230, -3.928, 2.677], [0.499, -4.434, 2.321], [1.410, -3.191, 2.085], [-4.078, 0.485, 2.101], [-4.617, -0.163, 2.556], [-3.155, 0.434, 2.417], [-0.666, -2.062, 1.472], [-0.215, -2.552, 2.174], [-4.260, 3.291, 1.876], [-3.348, 3.469, 1.650], [-4.354, 2.344, 2.050], [-2.398, -0.303, -0.441], [-2.563, 0.275, 0.313], [-2.872, -0.039, -1.228], [4.398, -1.528, -2.593], [3.789, -1.698, -3.307], [3.956, -1.693, -1.756], [-1.395, -3.638, -0.582], [-1.001, -3.077, 0.115], [-2.329, -3.424, -0.588], [-1.645, 2.369, -0.181], [-0.879, 1.857, -0.459], [-0.141, 0.108, -1.828]],
  "forces_ev_per_angstrom": [[0.9766, -0.3650, 0.3817], [-0.4253, 0.5537, -0.2288], [-0.1497, -0.2299, -0.2599], [0.3449, 0.4727, 0.2653], [0.2080, 0.1386, -0.0621], [0.1007, -0.1313, 0.3136], [0.8054, -0.3945, 1.5125], [-0.3545, -0.5141, -1.0815], [-0.4258, 0.9530, -0.4761], [-0.5928, -0.0700, 0.0118], [0.0469, -0.1334, 0.0454], [-0.1751, -0.0699, 0.0298], [0.3669, 0.2123, 1.2384], [-1.3568, 0.4430, -0.8465], [0.7241, -0.6091, -0.6274], [-0.3591, -0.6766, 0.1251], [-0.0020, 0.4933, -0.0856], [-0.0980, 0.4413, 0.3294], [0.7891, -0.5657, -0.6943], [-0.3175, 1.2355, 0.6684], [-0.2239, 0.0529, -0.1730], [-0.3638, -0.9098, -0.0297], [0.3132, 0.1633, 0.0461], [0.1341, -0.0401, -0.1182], [-0.4984, -0.7000, 0.6783], [0.6857, 0.2201, 0.3800], [0.1592, 0.1443, 0.0313], [0.1561, 0.1023, -0.0301], [-0.1196, 0.2063, 0.1299], [-0.0546, -0.0634, -0.0435], [-1.0012, 0.5664, -0.4011], [-0.6274, -0.3782, -0.6015], [-0.0589, -0.4849, 0.0307], [0.1207, -0.1976, -0.0867], [0.0332, 0.1058, 0.2303], [0.0144, 0.1100, -0.0528], [0.4227, -0.4245, 0.4338], [0.0541, 0.1479, -0.3385], [-0.3871, 0.3040, -0.7180], [0.4626, -0.1104, 0.5858], [-0.0909, 0.0587, -0.3745], [-0.0622, -0.1866, -0.1748], [-0.1353, 0.2641, -0.1327], [0.2111, -0.2304, 0.0609], [0.0561, 0.1228, 0.1094], [1.0568, 0.7426, 0.8684], [-0.8009, -0.3779, 0.0097], [-0.5910, 0.7269, 0.1949], [0.1388, -0.4416, -0.1063], [0.4315, -0.2601, -0.1497], [0.6848, -1.1377, -0.2752], [-0.3149, 0.4062, -0.3189], [-0.2329, 0.6567, 0.2765], [0.7533, 0.3371, 0.3506], [-0.4879, -0.1437, -0.0372], [-0.3839, -0.2645, -0.1733], [-0.2569, -0.4643, 0.3309], [0.0176, 0.4608, 0.0790], [0.3768, -0.2034, -0.2193], [-0.0836, 0.2682, -0.2460], [0.0081, -0.2192, 0.0613], [0.3784, -0.1132, -0.6463]],
  "mulliken_charge": [-0.42, 0.04, 0.31, -0.72, 0.22, 0.25, -0.63, 0.29, 0.32, -0.52, 0.27, 0.40, -0.58, 0.25, 0.28, -0.62, 0.28, 0.26, -0.94, 0.53, 0.26, -0.79, 0.23, 0.19, 0.28, 0.12, -0.08, -0.68, 0.06, 0.29, -0.66, 0.43, 0.19, -0.66, 0.30, 0.33, -0.66, 0.28, 0.41, -0.70, 0.34, 0.36, -0.70, 0.26, 0.39, -0.76, 0.16, -0.66, 0.27, 0.43, -0.36, 0.29, 0.17, -0.64, 0.31, 0.31, -0.60, 0.60, 0.25, -0.43, 0.21, 0.37]
}


(2)
{
  "formula": "C25H24BeBrN6O2",
  "method": "wB97M-V/def2-TZVPD",
  "total_charge": 1,
  "gap_ev": 6.848,
  "multiplicity": 1,
  "lumo_energy_ev": -3.46,
  "species": ["Be", "N", "C", "N", "C", "N", "N", "C", "C", "C", "C", "C", "C", "N", "C", "C", "C", "C", "C", "C", "H", "H", "H", "H", "H", "H", "H", "H", "H", "H", "H", "O", "C", "O", "C", "N", "C", "C", "C", "H", "H", "H", "H", "H", "H", "H", "H", "H", "Br", "C", "C", "C", "C", "C", "C", "H", "H", "H", "H"],
  "xyz": [[-0.819, -0.061, -0.553], [2.730, -2.503, -0.441], [1.956, -1.411, -0.453], [0.700, -1.413, -0.747], [0.088, -2.601, -1.107], [-1.158, -2.595, -1.473], [-1.675, -1.344, -1.386], [-2.918, -1.144, -1.601], [-3.328, 0.234, -1.401], [-4.629, 0.698, -1.544], [-4.882, 2.039, -1.324], [-3.830, 2.875, -0.972], [-2.568, 2.326, -0.835], [-2.315, 1.039, -1.033], [0.842, -3.839, -1.050], [0.272, -5.090, -1.301], [1.048, -6.225, -1.226], [2.400, -6.133, -0.895], [2.979, -4.909, -0.631], [2.196, -3.762, -0.709], [3.710, -2.432, -0.224], [2.426, -0.472, -0.188], [-3.610, -1.936, -1.864], [-5.423, 0.017, -1.822], [-5.883, 2.438, -1.423], [-3.987, 3.931, -0.807], [-1.725, 2.943, -0.547], [-0.779, -5.131, -1.549], [0.610, -7.194, -1.422], [3.002, -7.030, -0.841], [4.025, -4.835, -0.361], [1.051, 2.631, -2.293], [0.834, 2.260, -1.067], [0.311, 1.194, -0.798], [1.286, 3.251, 0.005], [1.902, 4.426, -0.631], [3.307, 4.506, -0.178], [3.333, 3.786, 1.167], [2.354, 2.631, 0.938], [0.401, 3.512, 0.589], [1.401, 5.273, -0.404], [1.448, 3.538, -2.211], [3.631, 5.543, -0.124], [3.940, 3.983, -0.900], [2.965, 4.446, 1.954], [4.329, 3.443, 1.439], [1.908, 2.254, 1.855], [2.861, 1.804, 0.438], [-2.131, -0.743, 5.812], [-1.735, -0.557, 3.960], [-1.423, 0.689, 3.446], [-1.148, 0.806, 2.090], [-1.167, -0.280, 1.209], [-1.488, -1.515, 1.784], [-1.769, -1.669, 3.137], [-1.401, 1.552, 4.099], [-0.910, 1.800, 1.710], [-1.527, -2.407, 1.165], [-2.015, -2.641, 3.544]],
  "forces_ev_per_angstrom": [[0.0854, 0.1176, 0.8935], [0.0056, -0.0095, -0.0046], [0.0218, -0.0504, 0.0483], [-0.1909, -0.1017, -0.2002], [-0.0485, 0.1667, 0.0000], [-0.0633, -0.5028, -0.0745], [-0.1959, 0.1971, -0.0058], [0.2612, -0.3500, -0.0528], [-0.2303, 0.5600, 0.0642], [0.0986, -0.1917, -0.0268], [0.0935, 0.1852, 0.0643], [-0.1457, -0.0744, -0.0534], [0.0723, -0.0263, 0.0519], [-0.2210, -0.1061, -0.1895], [0.2527, -0.0395, 0.0613], [0.0001, 0.0311, -0.0102], [-0.0905, -0.0407, -0.0351], [0.0487, 0.0489, 0.0150], [0.0662, -0.0054, 0.0000], [-0.2658, -0.1297, -0.0868], [0.0199, 0.0979, 0.0642], [0.0410, -0.0123, 0.0115], [0.0444, -0.0397, -0.0535], [0.0215, -0.0170, -0.0046], [-0.0084, -0.0336, -0.0218], [0.0145, -0.0028, 0.0200], [-0.0168, 0.0009, 0.0154], [0.0145, -0.0408, -0.0153], [-0.0045, 0.0142, 0.0013], [0.0027, 0.0090, 0.0153], [-0.0053, -0.0147, -0.0145], [-0.0562, -0.0200, -0.2405], [-0.0048, 0.2517, 0.2583], [0.2622, 0.2522, -0.0429], [0.0715, -0.1416, -0.0182], [-0.1413, -0.1137, -0.0663], [0.0147, -0.0907, 0.0429], [-0.0557, -0.0233, -0.1329], [0.0094, 0.0855, 0.0625], [-0.0348, 0.0551, -0.0544], [-0.0168, -0.0099, 0.0320], [0.1533, 0.1097, 0.0338], [-0.0047, 0.0024, -0.0679], [0.0282, 0.0581, 0.0110], [0.0088, -0.0077, 0.0206], [-0.0090, 0.0065, 0.0489], [-0.0014, -0.0898, -0.0309], [0.0100, -0.0133, -0.0030], [0.0453, 0.0224, -0.1540], [-0.0318, -0.0307, 0.1229], [0.0107, 0.0938, 0.0837], [0.0506, -0.0476, -0.0631], [0.0717, 0.0220, -0.4009], [0.0206, 0.0628, 0.0067], [-0.0104, -0.0714, 0.0066], [-0.0095, -0.0069, -0.0050], [-0.0240, 0.0081, 0.0330], [-0.0300, -0.0239, 0.0227], [-0.0042, 0.0206, 0.0176]],
  "mulliken_charge": [-0.25, 0.13, -0.17, 0.02, 0.18, -1.30, 0.77, -0.46, 0.63, -1.07, -0.29, -1.01, 0.42, 0.24, 0.87, -0.36, -0.79, -0.41, -0.95, 0.04, 0.29, 0.30, 0.44, 0.43, 0.44, 0.43, 0.35, 0.50, 0.42, 0.41, 0.39, -0.53, -0.24, -0.18, 1.05, -0.59, -0.71, -0.77, -0.51, 0.39, 0.27, 0.44, 0.42, 0.25, 0.31, 0.40, 0.40, 0.06, -0.20, 0.08, -0.92, 0.35, -0.33, 0.41, -1.01, 0.44, 0.34, 0.30, 0.44]
}


(3)
{
  "formula": "C8H8N5",
  "method": "wB97M-V/def2-TZVPD",
  "de_lowest_kcal_mol": 68.6,
  "smiles": "c1cc2n(c1)C1=[N+](CN=N1)[C@@H]1N[C@H]21",
  "total_charge": 1,
  "gap_ev": 6.642,
  "multiplicity": 1,
  "lumo_energy_ev": -6.10,
  "species": ["C", "C", "C", "N", "C", "C", "N", "C", "N", "N", "C", "N", "C", "H", "H", "H", "H", "H", "H", "H", "H"],
  "xyz": [[3.055, -0.596, 0.497], [2.597, 0.697, 0.015], [1.297, 0.571, -0.378], [0.860, -0.820, -0.412], [1.993, -1.413, 0.224], [-0.472, -1.095, -0.118], [-1.310, -0.129, 0.372], [-2.657, -0.724, 0.311], [-2.364, -2.068, -0.278], [-1.150, -2.252, -0.488], [-1.008, 1.254, 0.338], [-1.018, 1.827, -0.956], [0.247, 1.638, -0.244], [4.004, -1.075, 0.934], [3.248, 1.465, -0.285], [1.728, -2.422, 0.586], [-3.325, -0.283, -0.437], [-3.131, -0.800, 1.302], [-1.674, 1.869, 0.878], [-1.400, 1.673, -1.844], [0.478, 2.682, -0.017]],
  "forces_ev_per_angstrom": [[-0.9295, -2.0300, -0.6770], [-0.3218, -1.6663, -0.5820], [-1.2633, 1.1005, -0.1468], [0.4371, 2.6555, 2.1267], [-0.4654, -3.1577, 1.1420], [0.9203, 3.3849, 0.6812], [0.8088, -3.7127, -1.1994], [1.1724, -0.8828, -0.7450], [-0.5418, 0.0740, 0.8230], [-0.4042, -0.1229, 0.3177], [-3.0634, 0.4057, -0.9679], [1.4782, 0.4607, 0.5776], [1.0539, 1.6934, -1.8150], [-1.5492, 1.5154, -0.7992], [0.3588, 1.4344, 0.4816], [1.0165, 0.3629, -0.4914], [0.1187, 0.4105, 0.2709], [0.1029, -0.0928, -0.3846], [-0.0520, 0.1059, 2.0353], [-0.2677, -1.1610, -1.1640], [1.3908, -0.7776, 0.5162]],
  "mulliken_charge": [-0.39, -0.42, -0.03, 0.09, -0.33, 0.55, 0.19, -0.33, -0.24, -0.16, -0.24, -0.44, -0.31, 0.36, 0.45, 0.39, 0.32, 0.36, 0.55, 0.22, 0.42]
}